The following is a quantum chemistry calculation of a gas-phase ion, C22H45N2 (charge +1), from the OMol25 dataset.

Properties
Highest occupied orbital energy ... -0.462 Eh
Multiplicity ... 1
E_LUMO ... -2.1 eV
Energy above the lowest of the compared OMol25 structures with the same formula, charge and spin ... 11.1 kJ/mol
Charge ... +1
Molar mass ... 337.62 g mol⁻¹

```
69
Properties=species:S:1:pos:R:3:forces:R:3
H -2.070177 3.833013 -4.279978 0.1 -0.1 -0.1
C 2.495094 -5.581716 2.669407 -0.1 0.3 -0.1
H 0.288227 -3.984775 4.501888 -0.1 -0.1 0.0
H 0.333319 2.319802 -2.882752 0.1 0.1 0.0
C -1.595783 0.227810 -0.233811 0.1 0.2 0.1
H 2.504596 -1.892090 4.326251 0.1 -0.1 0.0
C -0.066659 0.259707 -0.120557 0.0 -0.2 -0.1
C 2.855249 -0.775740 0.848288 0.6 0.2 -0.1
C -2.173112 1.576996 -0.652596 0.1 -0.2 -0.2
C -1.626122 2.090847 -1.993973 0.0 0.2 0.2
H 3.012183 -1.353137 -0.064699 -0.1 0.0 0.0
H 3.564742 -5.534799 2.481658 0.1 0.0 0.0
H 2.102880 -6.465996 2.175662 0.0 -0.1 0.0
H 3.021109 0.277862 0.618287 -0.1 0.0 -0.1
C 1.782063 -4.349310 2.122239 0.0 -0.3 0.0
C 0.505493 0.739376 -1.458669 -0.1 0.2 0.0
H -5.520944 1.326377 -3.777164 -0.1 0.0 0.0
C -2.072087 1.216836 -3.185363 -0.1 -0.1 0.2
H 1.591644 0.842210 -1.390984 0.1 -0.1 0.0
H -2.030121 -0.063403 0.726365 0.0 -0.1 0.0
H -4.764825 2.388581 -2.603618 -0.1 0.1 0.0
H -3.258170 1.498936 -0.701408 -0.1 0.1 0.0
H 4.847063 -1.085234 1.583532 0.0 0.1 0.0
C -2.086052 3.558889 -2.132217 0.1 -0.2 -0.3
N 1.464992 -0.993180 1.306787 0.0 -0.4 0.1
C 0.465442 -1.152067 0.234249 -0.4 0.1 -0.5
H 0.300563 -0.019854 -2.215183 0.1 -0.1 0.0
H -3.172250 3.597242 -2.069983 -0.1 0.1 0.1
H 1.702260 0.550529 2.749524 0.0 -0.1 0.1
H 0.226086 2.853586 -1.208212 0.1 0.1 0.0
H 0.019013 -2.336314 3.926344 -0.1 0.1 -0.1
C 3.648246 -2.756800 2.196406 0.3 0.2 0.1
C -3.523291 0.724943 -3.257509 0.1 0.2 -0.1
H -1.873889 -0.528894 -0.968650 -0.1 -0.2 0.0
H -0.386993 1.729326 1.480974 0.0 0.1 0.1
C -0.086801 2.075055 -1.907058 -0.1 -0.2 -0.1
H -4.281140 2.461695 -4.300527 0.0 0.1 -0.1
H -1.449640 0.320156 -3.201803 0.1 0.0 -0.1
H -1.945187 2.319451 0.115233 0.0 0.1 0.1
H 0.596228 -2.625121 5.565540 -0.1 0.0 0.1
H -1.850899 1.759940 -4.104221 0.1 0.0 -0.1
H 1.884518 -4.327398 1.033249 -0.1 0.0 0.0
H -3.564717 0.023813 -4.095721 0.0 -0.1 0.1
H -0.348591 -1.768414 0.623184 0.1 0.0 0.1
H 1.206660 1.803489 0.746816 0.0 0.1 0.0
H -3.220325 5.792928 -3.274769 -0.1 0.1 0.0
C -2.135734 5.753977 -3.345474 0.1 -0.2 -0.1
H -0.566433 4.299731 -3.483169 0.0 -0.1 -0.1
C 2.112861 -2.881765 4.078612 -0.2 0.1 0.2
H 4.377129 -3.084624 2.945177 0.0 -0.1 -0.1
H -1.700355 4.111113 -1.269861 0.0 0.0 0.1
H 3.849045 -3.306180 1.274310 0.0 0.0 0.0
C -4.581081 1.796128 -3.495460 0.0 -0.2 0.1
H -1.832468 6.285294 -4.243932 0.0 0.1 -0.1
H -3.779136 0.157501 -2.360804 0.0 -0.1 0.0
C 0.662959 -2.966204 4.536436 0.3 0.0 0.0
H 0.899881 -1.660618 -0.624944 0.1 -0.1 0.1
C -1.653696 4.308164 -3.391710 -0.2 0.1 0.2
H 2.713405 -3.617678 4.624383 0.1 0.1 -0.1
C 0.414934 1.125900 1.064806 0.0 -0.1 0.0
H 2.331203 -5.694864 3.737286 0.0 -0.1 0.1
H -1.718391 6.271965 -2.484663 0.0 0.1 0.1
C 3.826651 -1.259620 1.923106 -0.2 -0.2 -0.1
H 0.115818 -0.239622 2.716825 0.1 -0.1 0.0
N 2.270770 -3.057413 2.627218 0.0 -0.1 0.1
H 3.688596 -0.687463 2.841396 0.1 0.1 0.0
H 1.601573 -1.947769 1.929427 -0.2 0.3 -0.1
H 0.716816 -4.413476 2.350842 0.0 0.0 -0.1
C 0.935756 0.132370 2.099735 -0.2 0.5 0.3
```
Positions in Å, forces in eV/Å.